[1]
15
Properties=species:S:1:pos:R:3 method="wB97M-V/def2-TZVPD" total_energy_ha=-1769.22985 gap_ev="7.782 / 6.540" spin_multiplicity=5 lumo_energy_ev="-0.439 / -0.445" homo_ev="-8.2216 / -6.9855"
Fe 0.12346 -0.27996 0.63959
F 1.17065 -2.00370 0.74162
F -0.11149 0.03712 2.56460
O 0.04208 -0.54130 -1.50210
H 0.10130 -1.44214 -1.85150
H 0.46651 0.01782 -2.16601
O -0.69819 1.67055 0.11159
H -1.09494 2.47916 0.45652
H -0.75113 1.74885 -0.84964
O 2.06070 0.66755 0.20859
H 2.40150 1.51443 0.52171
H 2.72850 0.31887 -0.39442
O -1.82454 -1.18435 0.45961
H -2.73170 -0.86027 0.48424
H -1.88272 -2.14261 0.57561

=====

[2]
91
Properties=species:S:1:pos:R:3 method="wB97M-V/def2-TZVPD" total_energy_ha=-18545.93034 gap_ev=6.716 lumo_energy_ev=1.580 homo_ev=-5.1359 total_charge=-1
N 0.41843 3.34539 1.75115
B -1.10251 3.36368 1.61360
P -1.74120 2.08142 2.92408
S -1.28768 0.19694 2.57706
P -1.70603 5.18441 2.11248
O -0.29838 6.03825 2.32495
Br -2.61851 5.09335 4.20417
C -1.57090 2.99923 0.06567
F -2.17398 4.01785 -0.58694
F -2.43792 1.99403 -0.03993
F -0.54774 2.66633 -0.72880
H 0.80923 2.41583 1.67173
H 0.88855 3.99331 1.13753
H -1.20941 2.47635 4.16461
H -3.13227 2.23244 3.08142
H 0.22535 5.63979 3.03876
C 0.62365 -0.18882 -0.89521
Cl 0.64747 -1.76548 -1.70974
Cl 2.13174 0.11933 -0.03129
H 0.48346 0.58354 -1.64067
H -0.19017 -0.17233 -0.17492
C -1.23555 -5.26841 -1.33811
Cl -2.82777 -4.98320 -2.04478
Cl -1.32524 -6.00183 0.27130
H -0.69462 -5.93983 -1.99786
H -0.71970 -4.31894 -1.25628
C 0.66269 -7.79686 2.56456
Cl 2.21853 -8.49195 2.08506
Cl 0.74014 -7.08998 4.18405
H 0.39211 -7.02424 1.85681
H -0.08573 -8.57945 2.56060
C -4.50487 -2.50709 -5.05491
Cl -4.52018 -4.04452 -5.93448
Cl -3.02551 -2.30518 -4.11659
H -4.57729 -1.69806 -5.77134
H -5.34989 -2.48825 -4.37740
C 5.34459 0.60644 -2.27404
Cl 5.06174 1.16753 -3.93056
Cl 6.20379 1.80571 -1.29978
H 4.38706 0.40628 -1.80738
H 5.93936 -0.29833 -2.31221
C 3.49741 -4.08347 -1.95252
Cl 2.11425 -5.15658 -1.73363
Cl 4.97646 -4.76931 -1.26164
H 3.64900 -3.92795 -3.01426
H 3.28689 -3.14117 -1.45919
C 6.64529 -7.90722 -1.92894
Cl 5.25862 -8.97574 -1.69682
Cl 8.12654 -8.59680 -1.24806
H 6.79099 -7.75214 -2.99099
H 6.44211 -6.96482 -1.43828
C -0.33299 9.09737 1.06515
Cl 1.01795 9.89192 0.24124
Cl -0.54274 9.69866 2.71356
H -1.24142 9.29171 0.50907
H -0.13863 8.03122 1.11579
C -0.20878 -5.48137 -5.46208
Cl 0.25409 -6.52797 -4.11295
Cl 1.15217 -4.50155 -6.02213
H -0.55242 -6.10201 -6.28025
H -1.00224 -4.81987 -5.13038
C -6.26959 4.77343 4.15241
Cl -7.86391 5.29610 3.57729
Cl -5.63024 3.43256 3.20706
H -5.58039 5.60611 4.07379
H -6.36268 4.45656 5.18421
C -4.90732 -0.33972 5.11877
Cl -4.43051 -0.70297 3.45891
Cl -3.91443 0.93450 5.84351
H -5.93960 -0.00973 5.12075
H -4.79832 -1.23825 5.71428
C 7.42153 4.17033 -3.91353
Cl 6.23923 4.55596 -5.16490
Cl 9.07507 4.15859 -4.54829
H 7.35602 4.91800 -3.13248
H 7.19555 3.18999 -3.51682
C -2.93621 -9.64481 1.32147
Cl -1.38135 -10.33820 0.84109
Cl -2.85975 -8.93891 2.93999
H -3.20541 -8.86792 0.61512
H -3.68246 -10.42986 1.31883
C 0.37947 9.19446 6.41062
Cl 0.43852 7.56686 5.73860
Cl 1.83336 9.58499 7.34388
H 0.29342 9.90207 5.59448
H -0.48024 9.26754 7.06545
C -1.60267 4.89037 -3.74274
Cl -1.25482 4.33951 -5.39098
Cl -0.52089 6.19269 -3.24169
H -2.62175 5.25421 -3.70720
H -1.47696 4.05796 -3.06093

=====

[3]
124
Properties=species:S:1:pos:R:3 method="wB97M-V/def2-TZVPD" total_energy_ha=-5891.42209 gap_ev=7.440 lumo_energy_ev=-1.702 homo_ev=-9.1422
C 0.54214 0.61252 0.68605
C -0.46905 1.26651 1.23555
C -0.44657 1.99125 2.55025
O 0.46013 1.40771 3.50684
S 1.73125 2.36077 3.82906
O 2.49417 1.67337 4.83725
O 2.61628 2.31858 2.43635
C 2.71198 3.62605 1.82242
C 2.20872 3.62784 0.36990
C 3.17650 4.38068 -0.55878
Cl 2.66163 6.08275 -0.77577
H 0.41720 0.02489 -0.21592
H 1.55258 0.65779 1.07227
H -1.41423 1.30097 0.70453
H -0.19440 3.05020 2.39996
H -1.44892 1.94478 2.96780
H 2.09761 4.31437 2.40553
H 3.76195 3.91702 1.86263
H 1.23742 4.11886 0.35682
H 2.11677 2.61918 -0.02557
H 3.20843 3.86268 -1.51244
H 4.17335 4.41578 -0.12609
C 4.93525 0.89913 3.30988
O 6.19196 0.19747 3.43642
P 7.35102 0.74305 2.46562
O 7.32760 2.21093 2.52875
O 6.71350 0.13511 1.08837
C 6.14811 -1.17608 1.05268
O 8.88724 0.42731 2.03516
C 9.44470 -0.88012 2.25783
H 4.15784 0.24994 3.69932
H 4.96682 1.81071 3.89712
H 4.72265 1.12927 2.26971
H 5.06054 -1.10171 1.00787
H 6.42013 -1.77150 1.92393
H 6.50604 -1.67640 0.15352
H 8.92671 -1.62896 1.65474
H 9.39419 -1.15571 3.31140
H 10.48760 -0.84481 1.95608
C -1.17730 -2.03578 -4.17560
O -0.47139 -1.20452 -5.11559
P 0.08696 0.18491 -4.50699
O 0.69185 -0.12970 -3.20609
O -1.40651 0.85674 -4.40035
C -2.35391 0.72597 -5.46126
O 0.77179 1.62146 -4.87458
C 0.77384 2.09682 -6.23265
H -1.80803 -2.71752 -4.74328
H -0.46705 -2.61513 -3.59065
H -1.80514 -1.44211 -3.51321
H -3.12978 0.01603 -5.17121
H -1.89751 0.38107 -6.38869
H -2.81068 1.70057 -5.63045
H -0.24513 2.28589 -6.57685
H 1.26251 1.38557 -6.89862
H 1.33030 3.02956 -6.25003
C -0.95861 -1.73192 4.80871
O -1.71609 -2.34969 3.75305
P -2.99436 -1.50304 3.24497
O -2.55312 -0.10655 3.12848
O -3.86438 -1.80852 4.60950
C -3.89016 -3.11780 5.18030
O -4.31719 -1.54082 2.30630
C -4.83605 -2.80137 1.82192
H -0.40059 -2.53183 5.29148
H -0.26721 -1.00230 4.39407
H -1.61389 -1.25416 5.53523
H -3.28232 -3.13171 6.08670
H -3.51329 -3.87840 4.49762
H -4.91942 -3.35787 5.44309
H -5.18533 -3.41106 2.65590
H -4.07636 -3.34269 1.25782
H -5.67745 -2.58906 1.17118
C -7.65724 -2.10857 4.64010
O -8.86002 -2.89340 4.53329
P -9.28113 -3.19839 2.98652
O -8.02732 -3.59904 2.32982
O -9.73534 -1.64924 2.70772
C -10.53587 -0.93231 3.65050
O -10.41121 -3.77790 1.96349
C -11.76700 -3.97038 2.40890
H -7.66681 -1.66035 5.63171
H -6.78667 -2.74955 4.54127
H -7.62533 -1.32305 3.88801
H -9.91752 -0.19817 4.16865
H -10.99398 -1.58643 4.39192
H -11.31993 -0.41134 3.10281
H -12.22750 -3.01450 2.66658
H -11.80853 -4.64363 3.26481
H -12.31816 -4.41713 1.58667
C -5.23293 -6.70970 -4.69992
O -3.91058 -7.23078 -4.52169
P -2.70570 -6.31716 -5.17665
O -3.17281 -4.94722 -4.86052
O -3.15186 -6.82480 -6.68326
C -3.31351 -8.21508 -6.97439
O -1.21408 -5.91910 -5.77639
C -0.17309 -6.90604 -5.88161
H -5.91043 -7.55283 -4.57255
H -5.44443 -5.95588 -3.94577
H -5.35953 -6.28581 -5.69449
H -4.37584 -8.44867 -7.05708
H -2.87587 -8.85654 -6.20961
H -2.83013 -8.42080 -7.92863
H -0.45000 -7.68494 -6.59607
H 0.04538 -7.35378 -4.91249
H 0.71888 -6.39978 -6.23971
C 7.84667 10.23868 -1.92199
O 7.91413 9.69032 -0.59956
P 8.78362 8.33099 -0.47473
O 10.01629 8.54566 -1.24218
O 7.68910 7.37786 -1.22037
C 6.29147 7.49818 -0.94095
O 9.21647 7.19276 0.59922
C 8.44151 6.98541 1.79727
H 6.97051 10.88414 -1.94319
H 8.73801 10.82667 -2.12693
H 7.73965 9.45501 -2.67042
H 5.79335 7.97699 -1.78504
H 6.09538 8.08146 -0.04184
H 5.88055 6.49841 -0.81077
H 7.43908 6.63008 1.55164
H 8.37661 7.90073 2.38584
H 8.94789 6.22567 2.38477

=====

[4]
56
Properties=species:S:1:pos:R:3 method="wB97M-V/def2-TZVPD" total_energy_ha=-2295.43346 gap_ev="5.976 / 5.808" lumo_energy_ev="-11.273 / -11.399" homo_ev="-17.2493 / -17.2074" total_charge=+3
Os -0.44160 1.61039 0.28639
C -4.55601 -2.72080 -0.60972
C -3.53525 -3.16226 -1.44196
C -2.35504 -2.44305 -1.53755
C -2.20911 -1.26649 -0.79498
C -3.23785 -0.82299 0.03705
C -4.40900 -1.55445 0.13204
P -0.76944 -0.25146 -1.06298
C 0.65699 -1.30551 -1.32392
C 1.66689 -0.92091 -2.20576
C 2.78088 -1.73061 -2.36682
C 2.89004 -2.91668 -1.64783
C 1.88460 -3.30278 -0.76703
C 0.76152 -2.50180 -0.60314
C -0.99429 0.99547 -2.34210
C -1.41004 1.00377 -3.65568
C -1.55759 2.25178 -4.25603
C -1.32470 3.44863 -3.54631
C -0.95428 3.43567 -2.22312
C -0.77858 2.18905 -1.56993
H -5.47342 -3.28957 -0.53843
H -3.65823 -4.07045 -2.01610
H -1.56357 -2.79732 -2.18601
H -3.12696 0.08878 0.61236
H -5.20868 -1.21944 0.77835
H 1.58589 0.00049 -2.77240
H 3.55732 -1.44572 -3.06397
H 3.75495 -3.55140 -1.78956
H 1.96218 -4.23864 -0.22930
H -0.03434 -2.81899 0.06046
H -1.61100 0.09610 -4.20951
H -1.85955 2.31390 -5.29386
H -1.45461 4.38787 -4.06800
H -0.78887 4.36581 -1.69328
C 4.06027 2.55970 2.37632
N 3.60431 1.18836 2.10806
C 4.18152 0.06331 2.65255
C 3.54517 -1.01275 2.12712
N 2.59212 -0.52421 1.27175
C 2.63647 0.81103 1.26666
S 1.72364 1.90004 0.21834
H 4.26329 2.65253 3.43942
H 3.28004 3.25976 2.09308
H 4.96314 2.75700 1.80304
H 4.99351 0.12988 3.35655
H 3.69485 -2.06651 2.28460
H 1.98670 -1.08252 0.67377
N -1.25936 0.09278 4.33874
C -1.14982 0.91174 3.30944
O -0.44702 0.62537 2.32040
C -1.87581 2.23140 3.42795
I -2.42108 2.94939 1.49516
H -0.75597 -0.78326 4.33340
H -1.81635 0.31463 5.14987
H -1.20595 2.98589 3.83812
H -2.78290 2.18008 4.02427

=====

[5]
29
Properties=species:S:1:pos:R:3 method="wB97M-V/def2-TZVPD" total_energy_ha=-2575.74324 gap_ev="7.307 / 5.053" spin_multiplicity=3 lumo_energy_ev="-8.619 / -12.289" homo_ev="-15.9264 / -17.3424" total_charge=+2
Ni -0.03031 0.02829 -2.82375
O 0.21739 2.37308 -1.10602
C 0.02805 1.31121 -1.53819
C -0.30327 -1.42439 -1.65698
O -0.44658 -2.54566 -1.34881
C 1.83584 0.09918 -2.45297
O 2.77969 0.01304 -1.78282
C -1.58141 -0.04583 -1.71911
O -2.73755 -0.18271 -1.53495
C 0.09946 0.77372 -4.55897
H -0.81029 1.34891 -4.85444
H 1.04625 1.27926 -4.82393
C 0.03701 -0.68840 -4.53553
H 0.94361 -1.27624 -4.72600
H -0.91745 -1.18733 -4.75939
C -1.26266 -0.18035 4.25887
P -0.37905 -0.01522 2.67930
C 0.55393 1.55517 2.74960
C 0.87535 -1.32911 2.75934
O -1.19806 -0.12409 1.43165
H -0.71710 -0.90411 4.88308
H -2.28811 -0.53095 4.10622
H -1.28034 0.79393 4.76379
H 0.79211 1.79165 3.79987
H 1.48198 1.49128 2.15822
H -0.08905 2.33645 2.31602
H 0.63250 -2.07771 1.98996
H 1.86698 -0.89375 2.56691
H 0.85105 -1.78932 3.75901

=====

[6]
19
Properties=species:S:1:pos:R:3 method="wB97M-V/def2-TZVPD" total_energy_ha=-364.85550 gap_ev=8.105 lumo_energy_ev=4.207 homo_ev=-3.8977 total_charge=-1
C -0.96639 -1.71520 0.38940
C -0.61008 -0.42908 1.14840
C -1.73812 -0.13298 2.16842
O -0.43031 0.64701 0.31257
H -0.14827 -2.00665 -0.26707
H -1.85250 -1.55090 -0.23095
H -1.19415 -2.53162 1.08470
H 0.28239 -0.65895 1.76245
H -1.89548 -0.98489 2.83622
H -2.66004 0.10852 1.63546
H -1.46504 0.73363 2.77537
H 0.64734 0.43982 -0.19598
N 1.91871 2.04194 -2.20198
C 1.64109 0.58615 -2.01576
O 1.72659 0.15179 -0.72392
H 1.09545 2.52349 -1.88437
H 2.59356 2.26581 -1.48388
H 0.65578 0.45534 -2.49397
H 2.39949 0.05678 -2.61511

=====

[7]
71
Properties=species:S:1:pos:R:3 method="wB97M-V/def2-TZVPD" total_energy_ha=-5634.82955 gap_ev="8.710 / 8.301" spin_multiplicity=4 lumo_energy_ev="-2.056 / -2.644" homo_ev="-10.7664 / -10.9454" total_charge=+1
Co -0.01118 -0.66835 -0.04350
O 1.92088 -0.28764 -0.15187
N 2.33687 0.92672 -0.09528
N 1.41090 1.76129 0.12757
O 0.16534 1.38073 0.27408
C 1.71988 3.15678 0.17975
C 0.67079 4.06127 0.22881
C 0.94878 5.41813 0.26599
C 2.26157 5.86185 0.25700
C 3.30379 4.94510 0.20898
C 3.04302 3.58730 0.17030
H -0.34519 3.69525 0.23063
H 0.13459 6.12925 0.30120
H 2.47124 6.92273 0.28761
H 4.32662 5.29628 0.20510
H 3.84647 2.86726 0.13706
C -5.52520 0.21791 3.42614
C -5.71270 1.60058 2.79092
C -4.82677 1.86150 1.56928
C -3.37579 2.22323 1.88083
N -2.66126 1.19523 2.62810
C -2.21149 0.03464 2.11897
Se -2.38172 -0.45481 0.33334
N -1.61843 -0.67005 3.11277
C -0.96786 -1.97073 2.98939
C -1.93910 -3.12877 2.77720
C -2.94634 -3.30075 3.91400
C -2.33254 -3.83279 5.20795
C -1.64606 0.08769 4.27632
C -1.13684 -0.13767 5.54883
C -1.32141 0.85787 6.48916
C -1.99507 2.04255 6.17943
C -2.50523 2.26917 4.91533
C -2.31521 1.27167 3.96808
H -6.39052 -0.03284 4.03922
H -4.64683 0.17398 4.07173
H -5.42863 -0.54975 2.65446
H -5.55014 2.37852 3.54326
H -6.74991 1.69222 2.46496
H -5.23280 2.70106 1.00037
H -4.84999 0.99109 0.91179
H -3.34388 3.13093 2.48059
H -2.83289 2.39934 0.95094
H -0.39750 -2.12561 3.90278
H -0.25287 -1.92824 2.16196
H -1.34157 -4.03716 2.66573
H -2.47531 -2.97855 1.84205
H -3.71594 -3.99639 3.57534
H -3.44721 -2.34678 4.10803
H -1.75748 -4.74036 5.01728
H -3.11769 -4.07532 5.92336
H -1.67281 -3.10044 5.67794
H -0.60707 -1.04516 5.80490
H -0.92896 0.71909 7.48723
H -2.11564 2.80003 6.94150
H -3.02358 3.18844 4.68079
C 2.75823 -2.35393 -2.55044
N 1.42132 -2.32822 -3.10796
C 1.16955 -2.23296 -4.54662
C -0.36649 -2.24882 -4.63837
N -0.74462 -2.56996 -3.26367
C 0.30326 -2.55790 -2.43257
S 0.18518 -2.88756 -0.76676
H 3.41173 -1.74973 -3.17654
H 3.14886 -3.37280 -2.51085
H 2.74449 -1.93459 -1.54692
H 1.62102 -3.08346 -5.06163
H 1.60285 -1.31802 -4.94877
H -0.73268 -3.00765 -5.32695
H -0.77332 -1.28214 -4.93727
H -1.69118 -2.62769 -2.93402

=====

[8]
25
Properties=species:S:1:pos:R:3 method="wB97M-V/def2-TZVPD" total_energy_ha=-637.03346 gap_ev="7.229 / 7.233" lumo_energy_ev="0.418 / 0.418" homo_ev="-6.8111 / -6.8156"
C -1.10132 1.19399 -2.53115
C -0.19961 0.24546 -2.55781
C -1.57620 -2.13409 -0.51650
C 1.31647 2.39186 0.74092
C 0.31046 1.17758 2.52525
C -0.15446 -2.52553 -0.20327
N 0.32648 -1.54119 0.73551
N 0.89835 1.09977 1.20565
Si 1.22866 -0.21302 0.17091
H -1.94458 1.31843 -3.14348
H -0.83645 2.22422 -2.03264
H -0.21502 -0.74774 -2.97734
H -1.53091 -1.13474 -0.86637
H -1.93042 -2.78146 -1.37235
H -2.18277 -2.19140 0.38444
H 0.91978 3.22649 1.28299
H 2.36500 2.47484 0.58436
H 0.93646 2.41627 -0.34825
H 1.13926 1.67661 3.15391
H -0.61683 1.84626 2.47543
H -0.05622 0.21603 2.85146
H -0.21420 -3.52491 0.41733
H 0.23730 -2.63642 -1.23948
H 0.27227 -1.78591 1.72608
H 2.60848 -0.29138 -0.46560